The following is a quantum chemistry calculation of the ion C9H7N2O2 with charge +1, from OMol25.

XYZ file:
```
20
Properties=species:S:1:pos:R:3:forces:R:3:mulliken_charge:R:1
C -2.7372 1.0881 -0.0011 0.37 0.24 -0.05 -0.97
C -2.8308 -0.3001 0.0644 0.23 0.22 -0.05 0.07
C -1.3895 1.3791 -0.0428 -0.96 0.52 0.00 0.02
C 3.4849 -0.6253 -0.0079 -0.06 0.28 -0.04 -0.51
C 2.6005 -1.6270 -0.0272 -0.17 0.01 0.00 -0.50
C 1.6283 1.0630 0.0072 1.28 0.63 -0.03 -0.74
C 0.6652 -0.0264 -0.0080 -0.59 -1.78 0.00 1.07
C 3.0773 0.7953 0.0210 -1.75 -0.96 0.00 -0.10
C 1.1520 -1.4303 -0.0067 0.38 1.57 0.01 1.14
N -1.6002 -0.7927 0.0635 -0.40 -0.71 0.01 -0.34
N -0.7080 0.2142 -0.0035 1.54 -0.39 0.06 0.31
O 3.8706 1.7058 0.0588 0.73 1.04 0.01 -0.50
O 0.3756 -2.3732 0.0154 -0.94 -0.97 0.01 -0.73
H -3.5510 1.7846 -0.0277 -0.08 0.13 0.01 0.44
H -3.7011 -0.9291 0.0991 -0.01 -0.19 0.03 0.48
H -0.9036 2.3316 -0.1063 0.19 0.09 0.01 0.42
H 4.5514 -0.8049 -0.0184 0.03 -0.03 0.01 0.43
H 2.9112 -2.6631 -0.0522 0.00 -0.02 0.01 0.43
H 1.3239 2.0956 0.0152 -0.02 0.16 0.01 0.30
H -1.2064 -1.7577 0.0814 0.24 0.18 -0.02 0.25
```
Positions in Å, forces in eV/Å.

Values from the calculation:
**E_tot**: -16510.9994 eV
**⟨S²⟩**: 2.03
**Maximum force**: 0.0388 hartree/bohr
**Spin multiplicity**: 3
**Frontier orbital gap (spin up / spin down)**: 7.37 / 5.94 eV
**Total charge**: +1


The following is a quantum chemistry calculation of a cluster of 2 separate species, C9H14N2O3 in total, from OMol25.

XYZ file:
```
28
Properties=species:S:1:pos:R:3:forces:R:3:mulliken_charge:R:1
C 0.1316 -1.3119 -2.7578 -1.68 -1.99 -2.07 -0.42
C -1.3490 -1.1513 -2.4712 3.39 1.22 0.37 -0.46
C 1.0859 -0.7544 -2.0555 -1.63 1.31 1.39 -1.10
C -1.6607 -0.1690 -1.6138 1.95 0.27 -1.31 -0.86
C 0.7582 0.1797 -0.9405 0.76 1.39 2.55 1.00
C -0.6233 0.7908 -1.1061 -0.86 -2.99 -0.55 -0.34
C 2.5615 0.4151 1.4657 1.70 -0.62 0.11 -0.67
C 0.8453 -0.6888 0.4340 -0.03 -2.66 -1.86 -0.95
C -2.1292 0.4963 2.2469 1.20 2.03 0.50 -0.16
N -2.2984 1.7612 2.4235 -0.57 -1.20 0.96 -0.52
N -0.9944 1.9446 -0.6826 2.37 -0.55 0.41 0.88
O -2.0511 2.5268 -0.6751 -1.93 0.61 -0.15 -0.74
O 0.0806 2.6332 -0.0903 -0.85 1.17 0.95 -0.48
O 1.2295 -0.0860 1.6122 0.01 1.92 0.54 -0.33
H 0.4062 -2.0295 -3.5787 -0.28 0.60 1.03 0.29
H -2.0158 -1.8097 -2.9732 -0.64 -0.28 0.01 0.52
H 2.0379 -1.1327 -2.0103 2.39 -0.56 -0.65 0.52
H -2.6649 -0.0508 -1.4840 -2.53 0.97 0.98 0.58
H 1.5334 1.0045 -0.7257 -1.13 -1.27 -1.01 0.59
H 3.1620 0.5453 2.4148 -1.38 -0.60 -0.46 0.26
H 2.7599 1.4258 0.9838 -1.01 -1.27 -0.04 0.21
H 3.0126 -0.4545 0.9064 0.62 1.38 0.24 0.34
H 1.5955 -1.5535 0.2684 -0.70 1.20 -0.29 0.44
H -0.1000 -1.2902 0.5228 0.50 1.05 0.42 0.31
H -1.2175 0.0564 2.7380 -0.78 0.32 -0.85 0.20
H -2.7075 -0.1168 1.5758 -0.66 -0.44 0.12 0.28
H -3.2326 2.1561 2.1936 0.90 -0.66 -0.83 0.24
H -0.4569 3.1860 0.5388 0.85 -0.33 -0.51 0.38
```
Positions in Å, forces in eV/Å.

Values from the calculation:
**Relative energy (zero: lowest compared OMol25 entry of this formula, charge and spin)**: 173.6 kcal/mol
**E_tot**: -18675.7641 eV
**Maximum force**: 0.0705 hartree/bohr
**Spin multiplicity**: 1
**Frontier orbital gap**: 8.28 eV


The following is a quantum chemistry calculation of a structure of composition C35H32Cl2N7O2V, from OMol25.

XYZ file:
```
79
Properties=species:S:1:pos:R:3:forces:R:3:mulliken_charge:R:1
V 0.2544 -0.1922 -0.3066 1.42 0.38 -0.41 -0.33
C -0.5832 -2.2376 -2.2860 0.12 0.13 0.04 -1.49
N -1.1798 -1.4963 -1.1417 -0.39 -0.30 0.05 0.51
C -1.5358 -2.3873 -0.0030 0.24 0.08 -0.14 -0.87
C -0.2707 -2.7781 0.7338 -0.11 0.23 -0.10 0.84
C 0.1258 -4.0864 0.9104 -0.13 -0.10 0.04 -0.91
C 1.3366 -4.3463 1.5405 -0.06 -0.01 -0.01 -0.47
C 2.0937 -3.2827 1.9888 0.02 0.05 0.06 -0.80
C 1.6312 -1.9959 1.7650 0.03 0.13 0.04 -0.20
N 0.4847 -1.7333 1.1351 -0.22 -0.86 0.31 0.06
C -2.2812 -0.5812 -1.5226 0.05 0.09 0.20 -1.24
C -2.4361 0.5586 -0.5252 0.03 -0.20 -0.07 0.84
C -3.5900 1.3208 -0.4910 -0.04 -0.05 -0.05 -1.14
C -3.6626 2.3944 0.3803 0.00 0.02 -0.01 -0.40
C -2.5913 2.6547 1.2201 0.00 0.00 0.05 -0.78
C -1.4752 1.8477 1.1344 0.06 -0.01 0.01 -0.34
N -1.3826 0.8322 0.2658 -1.14 0.42 0.18 0.86
C 0.9146 -2.0125 -2.4714 -0.25 -0.09 0.12 1.01
C 1.5087 -2.2530 -3.6980 -0.01 -0.03 0.00 -1.17
C 2.8823 -2.1112 -3.8117 0.04 -0.06 -0.02 -0.47
C 3.6247 -1.7681 -2.6936 0.00 -0.01 -0.02 -1.07
C 2.9469 -1.5230 -1.5166 0.00 -0.07 0.17 -0.16
N 1.6165 -1.6238 -1.4006 0.01 0.11 -0.39 0.64
H -1.0962 -1.9648 -3.2069 -0.03 0.02 0.01 0.51
H -0.7434 -3.3089 -2.1368 -0.03 -0.02 -0.03 0.43
H -2.0837 -3.2725 -0.3353 -0.04 0.02 -0.04 0.45
H -2.1705 -1.8196 0.6790 -0.05 0.00 -0.02 0.39
H -0.5014 -4.8931 0.5546 0.02 0.01 -0.02 0.45
H 1.6793 -5.3643 1.6696 -0.01 0.00 0.02 0.44
H 3.0397 -3.4337 2.4891 -0.01 0.01 0.00 0.47
H 2.2119 -1.1393 2.0810 0.03 0.05 -0.06 0.47
H -3.2354 -1.1061 -1.6306 -0.01 -0.03 -0.06 0.59
H -2.0166 -0.1284 -2.4783 0.05 -0.06 -0.03 0.50
H -4.4147 1.0775 -1.1482 0.01 0.01 0.00 0.51
H -4.5448 3.0208 0.4017 -0.01 -0.03 0.03 0.44
H -2.6045 3.4771 1.9211 0.00 -0.02 0.00 0.54
H -0.6112 2.0174 1.7634 0.05 0.06 -0.07 0.35
H 0.9054 -2.5356 -4.5508 0.00 0.00 0.01 0.51
H 3.3693 -2.2728 -4.7646 -0.01 0.00 0.01 0.43
H 4.6982 -1.6525 -2.7387 -0.01 -0.01 0.01 0.42
H 3.4788 -1.2360 -0.6170 -0.01 0.12 -0.03 0.54
C 3.7110 7.5229 1.9650 0.04 0.01 -0.01 -0.76
O 5.0087 6.9601 1.8792 -0.06 0.06 -0.05 -0.46
C 5.2458 6.0813 0.8763 -0.03 0.00 0.00 0.86
C 6.5220 5.5205 0.8544 0.02 -0.02 -0.03 -0.70
C 6.8433 4.5941 -0.1128 0.05 -0.02 0.12 0.04
C 5.8952 4.1740 -1.0427 -0.03 -0.33 -0.05 -0.55
C 4.6432 4.7740 -1.0547 0.02 0.03 -0.11 -0.25
C 4.3194 5.7360 -0.1066 0.05 0.00 -0.01 -0.37
N 6.3870 3.1882 -1.9684 -0.17 0.41 -0.09 -0.56
N 5.7001 2.3333 -2.5381 -0.13 -0.41 0.36 -0.53
C 4.3145 2.0167 -2.2634 0.10 0.30 -0.03 0.34
C 3.5494 1.8434 -3.3948 -0.09 0.12 -0.14 -0.35
C 2.1978 1.4915 -3.3473 -0.06 -0.03 -0.12 -0.89
C 1.6041 1.2022 -2.1376 0.45 0.25 0.40 1.20
O 0.3448 0.7908 -1.9926 -0.13 -0.30 0.26 -0.67
C 2.3991 1.3321 -0.9522 -0.18 0.34 -0.39 -1.42
N 1.7381 1.0108 0.2308 0.31 -0.22 -0.41 1.52
C 2.3631 1.3007 1.3760 0.14 0.05 0.40 -0.88
C 3.7055 1.6811 1.4173 -0.03 -0.07 0.10 -1.51
C 4.4204 1.8372 0.2596 0.25 0.02 -0.01 -1.16
C 3.7438 1.7546 -0.9887 -0.06 -0.14 -0.02 1.30
H 3.7161 8.1647 2.8407 0.01 -0.01 0.01 0.26
H 2.9568 6.7426 2.0863 -0.06 -0.02 0.01 0.29
H 3.4779 8.1243 1.0828 0.01 0.00 -0.01 0.33
H 7.2455 5.8464 1.5897 -0.02 -0.03 0.01 0.45
H 7.8334 4.1578 -0.1558 0.00 0.03 -0.01 0.43
H 3.9197 4.5181 -1.8169 -0.03 -0.03 0.03 0.45
H 3.3535 6.2177 -0.1513 -0.03 -0.05 0.03 0.36
H 4.0266 2.0314 -4.3495 -0.03 -0.03 -0.01 0.45
H 1.6072 1.4286 -4.2522 0.03 -0.04 -0.02 0.51
H 1.7922 1.1660 2.2879 0.03 -0.03 0.05 0.64
H 4.1836 1.8203 2.3783 -0.02 0.01 0.00 0.50
H 5.4800 2.0371 0.3001 -0.01 0.10 -0.02 0.70
Cl -0.1646 5.4079 1.7055 0.04 0.00 -0.03 -0.19
C -0.1935 5.3800 -0.0709 -0.06 -0.02 0.03 -0.59
Cl 0.5300 3.9126 -0.7252 0.03 0.06 -0.03 0.06
H 0.3627 6.2354 -0.4333 0.01 0.02 0.02 0.41
H -1.2290 5.4211 -0.3859 -0.01 0.03 -0.01 0.39
```
Positions in Å, forces in eV/Å.

Values from the calculation:
**Relative energy (zero: lowest compared OMol25 entry of this formula, charge and spin)**: 35.0 kcal/mol
**E_tot**: -102067.6173 eV
**⟨S²⟩**: 1.23
**Maximum force**: 0.0297 hartree/bohr
**Spin multiplicity**: 2
**Frontier orbital gap (spin up / spin down)**: 6.33 / 4.72 eV
**Total charge**: +1


The following is a quantum chemistry calculation of the ion C7H12N with charge +1, from OMol25.

XYZ file:
```
20
Properties=species:S:1:pos:R:3:forces:R:3:mulliken_charge:R:1
C -2.0154 -1.2697 -0.6438 -0.34 -1.47 0.28 -0.50
C 0.1594 -0.8918 1.3711 -1.98 0.80 -2.80 -0.61
C -1.1540 -0.6961 0.4999 1.04 1.16 -0.12 -0.11
C -1.7147 0.1596 -0.3355 0.57 -0.79 1.98 0.45
C 1.7044 0.8549 0.3271 -0.78 1.10 -1.22 -0.40
C 2.8420 -0.0531 0.0530 -1.75 -0.27 0.65 -0.23
C -1.8414 1.5393 -0.8622 -1.23 -1.20 1.04 -0.85
N 1.1875 -0.4977 0.3178 1.74 -1.07 -2.42 -0.06
H -1.4817 -1.7765 -1.5557 -1.33 0.84 1.56 0.17
H -3.0288 -1.6803 -0.2826 1.67 0.31 -1.11 0.24
H 0.1930 -1.8855 1.6622 0.62 -2.10 0.06 0.33
H 0.2847 -0.3487 2.2859 -0.06 1.00 0.06 0.38
H 1.6432 1.0948 1.3591 0.29 1.01 0.70 0.30
H 1.2328 1.6499 -0.3512 1.08 -1.41 0.80 0.24
H 3.0967 -0.3382 -0.9693 -0.18 0.07 0.32 0.24
H -2.8036 2.0272 -0.4597 1.85 -0.35 -0.52 0.31
H -1.9998 1.2724 -1.8755 -0.16 0.83 -1.48 0.33
H -0.8669 1.9878 -0.7045 -0.47 0.96 0.03 0.15
H 3.5640 -0.2719 0.8295 -0.24 -0.11 0.05 0.27
H 0.9986 -0.8764 -0.6654 -0.33 0.69 2.11 0.33
```
Positions in Å, forces in eV/Å.

Values from the calculation:
**Relative energy (zero: lowest compared OMol25 entry of this formula, charge and spin)**: 125.9 kcal/mol
**E_tot**: -8931.5414 eV
**Maximum force**: 0.0685 hartree/bohr
**Spin multiplicity**: 1
**Frontier orbital gap**: 8.93 eV
**Total charge**: +1